The following is a DFT calculation (ωB97M-V with the def2-TZVPD basis set) of a single C10H15NSi molecule at a distorted geometry.

As for the net charge: 0. As for the expectation value of S²: 2.05. For the electronic energy, the calculation gives -19975.451 eV. The calculation puts the largest force on an atom at 6.0 eV/Å. The calculation puts the energy relative to the best compared isomer or geometry (same formula, charge and spin) at 0.0 kJ/mol. The HOMO energy (spin up / spin down) comes out at -4.76 / -8.94 eV. As for the spin multiplicity: 3.

Last columns: bonded neighbours and bond lengths (Å).
Atoms and positions in Å:
1 C -3.59 -0.09 -0.34  C2 1.380, C3 1.399, H13 1.041
2 C -2.78 0.82 -0.99  C1 1.380, C4 1.378, H14 1.078
3 C -3.00 -0.77 0.73  C1 1.399, C5 1.387, H15 1.141
4 C -1.43 0.98 -0.74  C2 1.378, C6 1.413, H16 1.155
5 C -1.66 -0.59 1.03  C3 1.387, C6 1.348, H17 1.114
6 C -0.89 0.30 0.38  C4 1.413, C5 1.348, Si12 1.980
7 C 3.08 2.35 -0.32  C8 1.322, H18 1.097, H19 0.983
8 C 1.91 2.11 0.26  C7 1.322, Si12 1.945, H20 1.068
9 C 0.60 -2.26 -0.96  C10 1.528, H21 1.061, H22 1.133, H23 1.102
10 C 1.57 -1.08 -0.85  C9 1.528, Si12 2.165, H24 1.089, H25 1.073
11 N 1.46 -0.01 2.29  Si12 1.742, H26 1.041, H27 0.926
12 Si 1.07 0.40 0.64  C6 1.980, C8 1.945, C10 2.165, N11 1.742
13 H -4.58 -0.28 -0.58  C1 1.041
14 H -3.10 1.34 -1.88  C2 1.078
15 H -3.65 -1.39 1.44  C3 1.141
16 H -0.74 1.58 -1.45  C4 1.155
17 H -1.28 -1.06 1.97  C5 1.114
18 H 3.17 3.45 -0.33  C7 1.097
19 H 3.77 1.78 -0.73  C7 0.983
20 H 1.33 2.98 0.48  C8 1.068
21 H 0.50 -2.73 -0.02  C9 1.061
22 H -0.48 -1.97 -1.15  C9 1.133
23 H 0.71 -2.98 -1.79  C9 1.102
24 H 1.96 -0.66 -1.78  C10 1.089
25 H 2.44 -1.53 -0.41  C10 1.073
26 H 2.45 0.15 2.56  N11 1.041
27 H 1.16 -0.84 2.55  N11 0.926